Computed, not measured: a cluster of 3 separate species, C4H14NO in total in a non-equilibrium geometry, with the ωB97M-V functional and the def2-TZVPD basis.

Values from the calculation:
- Charge: +1
- Spin multiplicity: 1
- Electronic energy: -290.20135 a.u.
- Energy relative to the best compared isomer or geometry (same formula, charge and spin): 10.173 eV
- Orbital gap: 4.843 eV

Element x y z (Å)
C -0.535 1.799 -0.339
C -0.421 0.612 -1.263
C -0.351 -0.940 -0.711
C -1.447 -1.756 0.062
N 2.128 0.788 0.520
H -0.355 2.826 -0.955
H 0.140 1.603 0.568
H 0.478 0.817 -1.901
H -1.351 0.648 -1.917
H 0.651 -1.102 -0.183
H -0.339 -1.592 -1.623
H -2.322 -2.101 -0.576
H -1.139 -2.795 0.456
H -1.750 -1.107 0.972
H -1.527 2.078 -0.074
H 2.899 0.199 0.096
H 2.626 1.382 1.190
H 1.365 0.036 1.076
H 0.819 -0.660 2.727
O 0.431 -0.735 1.873

***

Computed, not measured: a structure of composition C28H28InN7O6PS in a non-equilibrium geometry, with the ωB97M-V functional and the def2-TZVPD basis.

Values from the calculation:
- Charge: -1
- Spin multiplicity: 1
- Electronic energy: -2848.37057 a.u.
- Energy relative to the best compared isomer or geometry (same formula, charge and spin): 1.621 eV
- Orbital gap: 7.216 eV

Element x y z (Å)
In -0.828 -0.680 0.472
N 0.476 -2.385 -0.494
C 1.686 -2.457 0.350
C 2.766 -3.362 -0.279
C 4.178 -3.476 0.364
C 4.429 -3.781 1.874
N 3.434 -4.508 2.639
C 2.651 -3.998 3.595
N 1.825 -4.812 4.259
N 2.829 -2.749 4.023
C 2.097 -1.017 0.784
O 3.006 -0.911 1.628
O 1.429 -0.072 0.278
H -0.120 -3.188 -0.280
H 0.693 -2.338 -1.484
H 1.351 -2.914 1.270
H 2.941 -3.004 -1.299
H 2.331 -4.365 -0.341
H 4.680 -2.525 0.183
H 4.698 -4.248 -0.211
H 4.592 -2.831 2.373
H 5.352 -4.366 1.934
H 3.243 -5.453 2.347
H 1.637 -5.706 3.832
H 0.943 -4.369 4.616
H 3.153 -2.067 3.318
H 2.012 -2.377 4.494
O -1.536 -3.225 3.555
S -1.199 -2.772 2.198
O -0.612 -3.895 1.461
O -2.317 -2.171 1.436
O -0.185 -1.665 2.354
C -4.618 2.129 -3.060
C -4.495 2.466 -1.723
C -3.245 2.534 -1.124
C -2.100 2.267 -1.866
C -2.232 1.938 -3.216
C -3.479 1.871 -3.809
P -0.412 2.143 -1.161
C 0.292 3.782 -1.607
C 1.561 4.065 -1.097
C 2.201 5.249 -1.414
C 1.593 6.166 -2.261
C 0.334 5.893 -2.771
C -0.314 4.709 -2.448
C -0.766 2.428 0.608
C -0.709 3.676 1.228
C -0.932 3.791 2.591
C -1.218 2.667 3.348
C -1.295 1.421 2.738
C -1.079 1.299 1.374
H -5.595 2.044 -3.515
H -5.382 2.667 -1.136
H -3.164 2.791 -0.076
H -1.340 1.715 -3.790
H -3.572 1.592 -4.851
H 2.030 3.345 -0.437
H 3.180 5.466 -1.005
H 2.098 7.087 -2.523
H -0.148 6.610 -3.422
H -1.302 4.510 -2.842
H -0.479 4.560 0.647
H -0.866 4.762 3.067
H -1.370 2.757 4.417
H -1.498 0.529 3.320
N -1.800 -0.920 -1.533
C -2.512 -1.390 -2.323
C -3.318 -1.886 -3.316
C -2.850 -2.879 -4.195
N -2.482 -3.690 -4.929
C -4.634 -1.418 -3.484
N -5.716 -1.055 -3.654

***

Computed, not measured: a structure of composition C11H12BF5N2O4PS2 in a non-equilibrium geometry, with the ωB97M-V functional and the def2-TZVPD basis.

Values from the calculation:
- Charge: -1
- Spin multiplicity: 1
- Electronic energy: -2498.81304 a.u.
- Energy relative to the best compared isomer or geometry (same formula, charge and spin): 0.000 eV
- Orbital gap: 2.215 eV

Element x y z (Å)
C -0.281 2.254 -2.000
O 0.690 2.557 -1.011
C 0.351 2.151 0.295
C 0.763 0.723 0.608
C 2.126 0.345 0.317
B 3.182 1.389 -0.292
O 4.085 1.916 0.570
O 3.216 1.727 -1.620
C 2.573 -0.933 0.548
P 4.272 -1.491 0.182
S 5.619 -1.103 1.533
C 1.689 -1.924 1.074
N 1.971 -3.194 1.327
S 0.594 -3.822 1.915
N -0.331 -2.547 1.890
C 0.364 -1.512 1.397
C -0.106 -0.184 1.169
C -1.535 0.179 1.563
F -2.038 -0.730 2.404
F -1.561 1.353 2.233
C -2.518 0.219 0.316
F -3.470 -0.678 0.460
F -3.070 1.411 0.158
F -1.841 -0.126 -0.785
H -0.056 2.893 -2.850
H -0.175 1.221 -2.325
H -1.294 2.483 -1.679
H -0.714 2.300 0.438
H 0.835 2.819 1.007
H 4.793 2.328 0.059
H 2.791 1.027 -2.125
H 4.149 -2.869 -0.035
H 4.577 -0.914 -1.068
C -5.944 -1.848 -1.162
O -6.591 -1.705 -2.326
H -5.259 -1.016 -0.877
H -6.589 -1.947 -0.235
H -5.269 -2.756 -1.069